Entry 1:
The following is a DFT calculation (wB97M-V/def2-TZVPD) of one molecule with the formula C3H3NO2 in a non-equilibrium geometry.

Highest occupied orbital energy = -10.1 eV
LUMO energy = 0.3 eV
Gap between HOMO and LUMO = 10.39 eV

The geometry in XYZ format:
```
9
C3H3NO2 wB97M-V/def2-TZVPD
O 0.345 -0.456 1.451
C -1.124 0.592 0.067
O -0.005 1.071 -0.619
C 0.780 -0.144 -0.849
C 0.037 -0.761 0.318
N -1.372 -0.672 0.030
H -1.633 1.342 0.668
H 0.609 -0.562 -1.846
H 1.828 0.055 -0.636
```

Need the Mulliken charges? In units of e they are:
1. O -0.4944
2. C 0.0442
3. O -0.3042
4. C -0.4099
5. C 0.8340
6. N -0.5342
7. H 0.3334
8. H 0.2735
9. H 0.2577



Entry 2:
The following is a DFT calculation (wB97M-V/def2-TZVPD) of a 2-piece molecular cluster, C3H3NO2 overall in a non-equilibrium geometry.

Highest occupied orbital energy (alpha / beta) = -9.7 / -9.7 eV
LUMO energy (alpha / beta) = -2.4 / -2.4 eV
Gap between HOMO and LUMO (alpha / beta) = 7.38 / 7.32 eV

The geometry in XYZ format:
```
9
C3H3NO2 wB97M-V/def2-TZVPD
C -0.020 1.063 -0.873
C 1.062 0.685 1.350
C 0.220 0.598 0.335
N -0.299 1.449 -1.938
O 1.638 1.742 1.011
O -1.328 -1.898 -0.376
H 1.073 0.148 2.344
H -0.467 -1.330 -0.932
H -1.878 -2.457 -0.920
```

Need the Mulliken charges? In units of e they are:
1. C 0.6224
2. C -0.0372
3. C -0.1431
4. N -0.3648
5. O -0.3987
6. O -0.6531
7. H 0.3265
8. H 0.3420
9. H 0.3059



Entry 3:
The following is a DFT calculation (wB97M-V/def2-TZVPD) of one molecule with the formula C3H3NO2 in a non-equilibrium geometry.

Highest occupied orbital energy = -10.8 eV
LUMO energy = 0.2 eV
Gap between HOMO and LUMO = 10.98 eV
Structure (SMILES) = N#C[C@@H](O)C=O

The geometry in XYZ format:
```
9
C3H3NO2 wB97M-V/def2-TZVPD
N -1.391 -0.583 -1.996
C -0.856 -0.544 -0.970
C -0.275 0.070 0.240
O -0.113 -0.620 1.446
C 1.143 0.596 -0.118
O 1.426 1.057 -1.188
H -1.042 0.857 0.311
H -0.786 -1.294 1.586
H 1.893 0.461 0.689
```

Need the Mulliken charges? In units of e they are:
1. N -0.3780
2. C -0.0092
3. C 0.4405
4. O -0.5075
5. C -0.0025
6. O -0.4126
7. H 0.1846
8. H 0.3388
9. H 0.3459



Entry 4:
The following is a DFT calculation (wB97M-V/def2-TZVPD) of one molecule with the formula C3H3NO2 in a non-equilibrium geometry.

Highest occupied orbital energy = -8.9 eV
LUMO energy = 0.3 eV
Gap between HOMO and LUMO = 9.22 eV
Structure (SMILES) = O=c1cc[nH]o1

The geometry in XYZ format:
```
9
C3H3NO2 wB97M-V/def2-TZVPD
O -0.191 1.217 1.543
C -0.338 0.586 0.467
C -1.207 -0.373 0.031
C -0.289 -1.116 -0.802
N 0.815 -0.608 -1.034
O 0.941 0.456 -0.187
H -2.068 -0.760 0.722
H -0.434 -1.892 -1.503
H 1.801 -1.059 -1.004
```

Need the Mulliken charges? In units of e they are:
1. O -0.6251
2. C 0.6655
3. C -0.5887
4. C -0.2213
5. N 0.0251
6. O -0.2380
7. H 0.2702
8. H 0.3886
9. H 0.3239



Entry 5:
The following is a DFT calculation (wB97M-V/def2-TZVPD) of one molecule with the formula C3H3NO2.

Highest occupied orbital energy = -11.1 eV
LUMO energy = -0.5 eV
Gap between HOMO and LUMO = 10.57 eV
Structure (SMILES) = N#C[C@@H](O)C=O

The geometry in XYZ format:
```
9
C3H3NO2 wB97M-V/def2-TZVPD
N 2.147 -0.445 -0.237
C 1.136 -0.868 -0.653
C 0.264 0.322 0.323
O 0.110 1.495 -0.286
C -0.953 -0.567 0.200
O -1.858 -0.205 -0.512
H 0.737 0.409 1.302
H -0.669 1.387 -0.873
H -0.914 -1.527 0.737
```

Need the Mulliken charges? In units of e they are:
1. N -0.2638
2. C -0.0757
3. C 0.0980
4. O -0.4626
5. C 0.1108
6. O -0.5120
7. H 0.3276
8. H 0.3987
9. H 0.3788



Entry 6:
The following is a DFT calculation (wB97M-V/def2-TZVPD) of one molecule with the formula C3H3NO2 in a non-equilibrium geometry.

Highest occupied orbital energy = -11.3 eV
LUMO energy = 0.1 eV
Gap between HOMO and LUMO = 11.34 eV
Structure (SMILES) = N#C[C@@H](O)C=O

The geometry in XYZ format:
```
9
C3H3NO2 wB97M-V/def2-TZVPD
N 2.102 -1.126 -0.778
C 1.375 -0.384 -0.269
C 0.274 0.391 0.359
O -0.002 1.597 -0.262
C -0.900 -0.587 0.205
O -1.776 -0.342 -0.583
H 0.517 0.559 1.417
H -0.744 1.419 -0.869
H -0.846 -1.528 0.780
```

Need the Mulliken charges? In units of e they are:
1. N -0.3662
2. C 0.1189
3. C 0.1701
4. O -0.5171
5. C 0.0685
6. O -0.4684
7. H 0.2553
8. H 0.3689
9. H 0.3700



Entry 7:
The following is a DFT calculation (wB97M-V/def2-TZVPD) of C3H3NO2 as an isolated structure in a non-equilibrium geometry.

Highest occupied orbital energy = -9.8 eV
LUMO energy = 0.3 eV
Gap between HOMO and LUMO = 10.16 eV

The geometry in XYZ format:
```
9
C3H3NO2 wB97M-V/def2-TZVPD
C 0.354 -0.703 -0.439
C -2.346 0.079 0.109
C 1.490 -0.181 -0.116
N -1.186 0.316 0.023
O -3.481 0.217 0.321
O 1.794 1.040 0.427
H 2.345 -0.907 -0.321
H -0.093 -1.610 -0.605
H 1.123 1.749 0.601
```

Need the Mulliken charges? In units of e they are:
1. C -0.0812
2. C 0.4830
3. C -0.0011
4. N -0.4484
5. O -0.4460
6. O -0.4979
7. H 0.2421
8. H 0.3838
9. H 0.3658



Entry 8:
The following is a DFT calculation (wB97M-V/def2-TZVPD) of one molecule with the formula C3H3NO2 in a non-equilibrium geometry.

Highest occupied orbital energy = -9.3 eV
LUMO energy = 0.5 eV
Gap between HOMO and LUMO = 9.78 eV

The geometry in XYZ format:
```
9
C3H3NO2 wB97M-V/def2-TZVPD
C -1.478 -0.494 0.032
C 0.726 -0.663 0.038
C 0.235 0.752 0.083
N -0.491 -1.390 -0.068
O -2.648 -0.386 0.080
O 1.810 -1.154 0.093
H 0.325 1.312 -0.831
H 0.400 1.320 0.980
H -0.593 -2.401 -0.168
```

Need the Mulliken charges? In units of e they are:
1. C 0.2099
2. C 0.5871
3. C -0.6814
4. N 0.0390
5. O -0.3940
6. O -0.5186
7. H 0.2615
8. H 0.2620
9. H 0.2342



Entry 9:
The following is a DFT calculation (wB97M-V/def2-TZVPD) of C3H3NO2S as an isolated structure in a non-equilibrium geometry.

Highest occupied orbital energy = -9.0 eV
LUMO energy = -0.9 eV
Gap between HOMO and LUMO = 8.17 eV

The geometry in XYZ format:
```
10
C3H3NO2S wB97M-V/def2-TZVPD
C 0.124 1.186 -0.598
C 0.868 0.729 0.401
C -1.405 -0.583 -0.758
N -1.018 0.574 -1.022
O -0.075 -1.311 2.103
O 1.413 -1.936 0.284
S 0.403 -1.053 0.748
H 0.196 2.209 -0.930
H 1.654 1.420 0.817
H -2.161 -1.236 -1.045
```

Need the Mulliken charges? In units of e they are:
1. C -0.1289
2. C -0.2428
3. C 0.0271
4. N -0.4058
5. O -0.5522
6. O -0.5215
7. S 0.7266
8. H 0.3861
9. H 0.3179
10. H 0.3934



Entry 10:
The following is a DFT calculation (wB97M-V/def2-TZVPD) of one molecule with the formula C3H3NO2S in a non-equilibrium geometry.

Highest occupied orbital energy = -8.9 eV
LUMO energy = 0.2 eV
Gap between HOMO and LUMO = 9.04 eV
Structure (SMILES) = O=C1COC(=S)N1

The geometry in XYZ format:
```
10
C3H3NO2S wB97M-V/def2-TZVPD
O 1.880 0.124 -1.471
C 1.044 -0.082 -0.546
C -0.288 -1.163 -0.421
O -1.198 -0.374 0.254
C -0.744 0.672 0.655
S -1.588 1.758 1.570
N 0.676 0.895 0.493
H -0.035 -2.120 0.225
H -0.748 -1.434 -1.350
H 1.001 1.724 0.592
```

Need the Mulliken charges? In units of e they are:
1. O -0.5199
2. C 0.5070
3. C -0.2758
4. O -0.2154
5. C 0.2614
6. S -0.3595
7. N -0.1297
8. H 0.2472
9. H 0.2715
10. H 0.2131



Entry 11:
The following is a DFT calculation (wB97M-V/def2-TZVPD) of one molecule with the formula C3H3NO2S in a non-equilibrium geometry.

Highest occupied orbital energy (alpha / beta) = -7.8 / -7.8 eV
LUMO energy (alpha / beta) = -0.6 / -0.6 eV
Gap between HOMO and LUMO (alpha / beta) = 7.19 / 7.19 eV

The geometry in XYZ format:
```
10
C3H3NO2S wB97M-V/def2-TZVPD
C -0.150 -0.777 0.666
C 0.051 0.576 0.886
C 0.526 -1.887 0.431
N 2.077 -0.375 -0.884
O 1.012 -2.967 0.428
O 1.119 1.242 1.020
S 2.761 0.606 0.115
H -1.284 -0.915 0.754
H -0.913 1.254 0.750
H 1.465 0.041 -1.592
```

Need the Mulliken charges? In units of e they are:
1. C -0.4899
2. C 0.2031
3. C 0.8231
4. N -0.5834
5. O -0.3365
6. O -0.5118
7. S 0.1701
8. H 0.2213
9. H 0.2646
10. H 0.2392



Entry 12:
The following is a DFT calculation (wB97M-V/def2-TZVPD) of one molecule with the formula C3H3NO2S in a non-equilibrium geometry.

Highest occupied orbital energy = -9.1 eV
LUMO energy = 0.0 eV
Gap between HOMO and LUMO = 9.04 eV

The geometry in XYZ format:
```
10
C3H3NO2S wB97M-V/def2-TZVPD
C -0.031 1.306 -0.402
C -0.030 -0.625 0.294
C 1.030 0.481 0.501
N -0.876 0.246 -0.464
O -0.087 2.410 -0.895
O -1.203 -2.828 -0.123
S -0.030 -2.236 0.549
H 1.789 -0.018 0.057
H 1.229 0.982 1.427
H -1.790 0.281 -0.943
```

Need the Mulliken charges? In units of e they are:
1. C 0.3966
2. C 0.2102
3. C -0.5108
4. N -0.0423
5. O -0.5613
6. O -0.5443
7. S 0.2345
8. H 0.3052
9. H 0.2887
10. H 0.2235



Entry 13:
The following is a DFT calculation (wB97M-V/def2-TZVPD) of one molecule with the formula C3H3NO2S2 in a non-equilibrium geometry.

Highest occupied orbital energy (alpha / beta) = -9.0 / -8.8 eV
LUMO energy (alpha / beta) = -1.8 / -1.7 eV
Gap between HOMO and LUMO (alpha / beta) = 7.22 / 7.08 eV
Structure (SMILES) = O=S(=O)=C1CSC=N1

The geometry in XYZ format:
```
11
C3H3NO2S2 wB97M-V/def2-TZVPD
O -2.866 -0.850 -0.089
S -1.954 0.212 -0.320
O -2.444 1.557 -0.072
C -0.339 0.027 0.341
C 0.758 0.981 0.182
S 2.098 0.094 -0.554
C 1.334 -1.407 -0.064
N 0.121 -1.275 0.222
H 0.296 1.724 -0.398
H 1.208 1.238 1.122
H 1.789 -2.302 -0.370
```

Need the Mulliken charges? In units of e they are:
1. O -0.4777
2. S 0.7863
3. O -0.5267
4. C 0.1245
5. C -0.3842
6. S -0.0979
7. C -0.0708
8. N -0.4455
9. H 0.3899
10. H 0.3121
11. H 0.3901



Entry 14:
The following is a DFT calculation (wB97M-V/def2-TZVPD) of one molecule with the formula C3H3NO2S2 in a non-equilibrium geometry.

Highest occupied orbital energy = -9.1 eV
LUMO energy = -1.3 eV
Gap between HOMO and LUMO = 7.88 eV
Structure (SMILES) = O=CO/C(C=S)=N\S

The geometry in XYZ format:
```
11
C3H3NO2S2 wB97M-V/def2-TZVPD
O 1.164 -1.658 0.880
C 0.068 -1.776 0.334
O -0.635 -0.709 -0.268
C -0.033 0.462 -0.225
C 1.395 0.531 -0.861
S 2.241 -0.752 -1.542
N -0.627 1.466 0.184
S -2.105 1.187 0.920
H -0.707 -2.768 0.416
H 1.849 1.451 -0.784
H -2.611 2.566 0.948
```

Need the Mulliken charges? In units of e they are:
1. O -0.4571
2. C 0.2178
3. O -0.3307
4. C 0.8222
5. C -0.3924
6. S -0.1697
7. N -0.4172
8. S -0.1248
9. H 0.2801
10. H 0.3939
11. H 0.1779



Entry 15:
The following is a DFT calculation (wB97M-V/def2-TZVPD) of one molecule with the formula C3H3NO3 in a non-equilibrium geometry.

Highest occupied orbital energy = -8.7 eV
LUMO energy = 0.2 eV
Gap between HOMO and LUMO = 8.87 eV
Structure (SMILES) = Oc1cnc(O)o1

The geometry in XYZ format:
```
10
C3H3NO3 wB97M-V/def2-TZVPD
O 2.101 -0.959 -0.012
C 0.956 -0.312 -0.059
C 0.612 0.967 -0.091
N -0.898 0.957 0.023
C -1.126 -0.337 -0.021
O -2.404 -0.864 -0.025
O -0.094 -1.199 -0.101
H 2.690 -0.071 0.448
H 1.175 1.867 -0.283
H -3.013 -0.048 0.119
```

Need the Mulliken charges? In units of e they are:
1. O -0.5398
2. C 0.5173
3. C -0.3709
4. N -0.5556
5. C 0.5328
6. O -0.4934
7. O -0.2855
8. H 0.4169
9. H 0.3902
10. H 0.3880



Entry 16:
The following is a DFT calculation (wB97M-V/def2-TZVPD) of one molecule with the formula C3H3NO3 in a non-equilibrium geometry.

Highest occupied orbital energy (alpha / beta) = -7.1 / -7.1 eV
LUMO energy (alpha / beta) = 0.3 / 0.3 eV
Gap between HOMO and LUMO (alpha / beta) = 7.38 / 7.39 eV

The geometry in XYZ format:
```
10
C3H3NO3 wB97M-V/def2-TZVPD
C -0.294 1.640 0.867
C 0.569 -0.691 0.740
C -0.158 -0.022 -1.383
N 0.148 0.427 1.222
O 0.381 1.460 2.111
O 0.202 -1.067 -0.530
O -0.425 -0.592 -2.517
H -1.306 1.862 0.867
H 1.225 -1.408 1.144
H -0.342 -1.608 -2.519
```

Need the Mulliken charges? In units of e they are:
1. C -0.2648
2. C 0.0720
3. C -0.0923
4. N 0.2385
5. O -0.3494
6. O -0.2559
7. O -0.2582
8. H 0.1715
9. H 0.4029
10. H 0.3356



Entry 17:
The following is a DFT calculation (wB97M-V/def2-TZVPD) of one molecule with the formula C3H3NO3 in a non-equilibrium geometry.

Highest occupied orbital energy (alpha / beta) = -6.9 / -11.6 eV
LUMO energy (alpha / beta) = 0.0 / -3.2 eV
Gap between HOMO and LUMO (alpha / beta) = 6.89 / 8.39 eV
2S+1 = 3

The geometry in XYZ format:
```
10
C3H3NO3 wB97M-V/def2-TZVPD
C -0.654 1.111 0.044
C -1.070 -0.207 -0.409
C 0.085 -0.087 0.646
N 1.415 -0.355 -0.019
O -0.812 2.279 -0.022
O 1.513 -0.217 -1.220
O 2.262 -0.828 0.716
H -2.048 -0.435 -0.109
H -0.680 -0.603 -1.315
H -0.011 -0.659 1.688
```

Need the Mulliken charges? In units of e they are:
1. C 0.2881
2. C -0.4549
3. C -0.1828
4. N 0.8947
5. O -0.3540
6. O -0.5335
7. O -0.5587
8. H 0.3124
9. H 0.2381
10. H 0.3507



Entry 18:
The following is a DFT calculation (wB97M-V/def2-TZVPD) of C3H3NO3P as an isolated structure in a non-equilibrium geometry.

Highest occupied orbital energy = -3.9 eV
Total charge = -1
LUMO energy = 4.0 eV
Gap between HOMO and LUMO = 7.88 eV

The geometry in XYZ format:
```
11
C3H3NO3P wB97M-V/def2-TZVPD
C 0.794 -2.056 0.501
C 1.014 -3.430 0.880
C -0.040 -0.001 -0.148
N -0.128 -1.449 -0.214
O 0.953 -4.476 0.260
O 1.428 -3.342 2.152
O 0.945 -0.948 3.104
P 1.891 -1.527 2.085
H -0.768 0.421 -1.033
H 0.922 0.542 0.046
H -0.789 0.088 0.640
```

Need the Mulliken charges? In units of e they are:
1. C 0.3893
2. C 0.3938
3. C -0.6662
4. N -0.5163
5. O -0.6360
6. O -0.3577
7. O -0.5666
8. P 0.0780
9. H 0.2695
10. H 0.2685
11. H 0.3437



Entry 19:
The following is a DFT calculation (wB97M-V/def2-TZVPD) of one molecule with the formula C3H3NO4 in a non-equilibrium geometry.

Highest occupied orbital energy = -9.5 eV
LUMO energy = 0.7 eV
Gap between HOMO and LUMO = 10.21 eV
Structure (SMILES) = O=COC1=NOCO1

The geometry in XYZ format:
```
11
C3H3NO4 wB97M-V/def2-TZVPD
O -2.123 0.965 -0.096
C -2.136 -0.280 -0.104
O -1.060 -1.044 0.090
C 0.073 -0.389 0.188
N 0.115 0.927 0.270
O 1.593 1.187 -0.138
C 2.251 -0.190 0.021
O 1.083 -1.115 -0.189
H -3.211 -0.660 -0.042
H 2.656 -0.481 1.022
H 2.686 -0.142 -0.833
```

Need the Mulliken charges? In units of e they are:
1. O -0.4288
2. C 0.1564
3. O -0.2674
4. C 0.5345
5. N -0.1719
6. O -0.3385
7. C -0.0366
8. O -0.3231
9. H 0.3552
10. H 0.2416
11. H 0.2786



Entry 20:
The following is a DFT calculation (wB97M-V/def2-TZVPD) of C3H3NOS as an isolated structure in a non-equilibrium geometry.

Highest occupied orbital energy = -8.4 eV
LUMO energy = -0.5 eV
Gap between HOMO and LUMO = 7.92 eV

The geometry in XYZ format:
```
9
C3H3NOS wB97M-V/def2-TZVPD
C -1.353 -0.242 -0.383
C 1.998 0.616 0.450
C 0.291 -0.363 -0.129
N -2.016 0.671 0.127
O 0.696 -1.464 -0.339
S 3.054 -0.439 0.912
H -1.662 -1.103 -0.970
H 2.013 1.682 0.349
H -3.023 0.642 -0.018
```

Need the Mulliken charges? In units of e they are:
1. C -0.0003
2. C -0.1245
3. C 0.2458
4. N -0.5176
5. O -0.3993
6. S -0.1400
7. H 0.3476
8. H 0.3310
9. H 0.2575



The records above give, respectively, energy above the lowest of the compared OMol25 structures with the same formula, charge and spin values of 411.46 640.97 215.83 408.88 362.86 171.20 359.08 204.54 510.51 278.42 478.36 301.96 310.92 258.25 248.04 927.41 268.95 93.04 528.90 349.04 kJ/mol.